Record 1
49
Properties=species:S:1:pos:R:3:forces:R:3 method="wB97M-V/def2-TZVPD" orbital_gap_ev=6.0 lumo_ha=-0.01242 largest_force_ha_per_bohr=0.0472 multiplicity=1
C -0.5002 -0.8459 -4.2769 -0.1 -0.1 -0.4
C -1.7529 -0.6367 -5.1149 -0.6 0.0 -0.2
O -2.3081 0.6085 -4.6836 -0.3 0.0 -0.4
C -1.5641 1.0719 -3.5959 1.6 -1.9 -0.1
O -1.8584 2.1273 -3.0542 -0.2 0.0 0.2
N -0.5662 0.1909 -3.3156 -0.4 1.8 1.1
H -0.5238 -1.8401 -3.8006 0.3 0.1 -0.2
H 0.3812 -0.7676 -4.9418 0.0 -0.2 0.4
H -1.5193 -0.5768 -6.1843 -0.3 0.0 0.1
H -2.4654 -1.4488 -4.9164 -0.1 0.3 -0.3
C -0.6416 -0.3458 4.2779 -0.7 0.8 0.5
C -0.2320 -0.9978 2.9743 0.1 -0.4 -1.1
N -1.1388 -0.4886 1.8484 -0.2 0.3 0.7
C -0.8263 -1.1319 0.5077 -0.3 -0.2 -0.4
C 0.5261 -0.8007 -0.0011 1.3 -0.3 -0.2
C 0.8086 0.1867 -0.8926 -1.2 0.5 0.5
C 2.1508 0.5862 -1.1556 1.3 -0.3 -0.3
C 3.1753 -0.2436 -0.6706 0.0 -0.1 -0.1
O 2.8908 -1.3882 0.0485 -0.3 0.4 -0.2
C 1.6101 -1.7061 0.4077 -0.2 -0.6 0.7
O 1.4481 -2.7269 1.0627 0.1 0.9 -0.5
C 4.5263 -0.0037 -0.9239 -0.1 0.1 0.0
C 4.8701 1.1264 -1.6527 -0.2 0.0 0.0
C 3.8752 2.0003 -2.1262 -0.2 0.0 0.1
C 2.5330 1.7324 -1.8908 -0.1 -0.3 0.1
C -1.0296 1.0359 1.7641 0.1 -0.7 -0.8
C -1.4161 1.6341 3.1009 -0.4 -0.3 1.1
N -1.7900 0.5735 4.0744 -0.1 -0.1 -0.2
C -2.9453 -0.1989 3.5404 0.5 0.7 0.9
C -2.5838 -0.8396 2.2200 0.6 -0.3 -1.0
H -0.9375 -1.1104 5.0067 0.1 0.3 -0.1
H 0.1949 0.2291 4.6947 -0.3 -0.1 0.0
H 0.8049 -0.7668 2.7075 -0.3 -0.1 -0.1
H -0.3498 -2.0899 2.9972 0.1 0.3 -0.2
H -0.9265 -2.2160 0.6582 0.0 0.3 0.0
H -1.5964 -0.7656 -0.1858 0.2 -0.1 0.1
H -0.0042 0.6893 -1.4297 0.2 0.1 0.2
H 5.2710 -0.7070 -0.5524 -0.2 0.2 -0.1
H 5.9205 1.3323 -1.8586 -0.3 0.0 0.0
H 4.1565 2.8910 -2.6905 -0.1 -0.3 0.2
H 1.7370 2.3768 -2.2675 0.2 -0.2 0.0
H 0.0019 1.2828 1.4884 -0.3 -0.2 -0.1
H -1.7075 1.3456 0.9568 0.3 -0.1 0.1
H -0.5762 2.2026 3.5188 -0.3 -0.1 0.0
H -2.2739 2.3066 2.9800 0.2 -0.1 0.1
H -3.2149 -0.9686 4.2739 0.0 0.3 -0.1
H -3.7915 0.4866 3.4099 0.2 -0.2 0.2
H -3.2091 -0.4701 1.3984 0.2 -0.2 0.1
H -2.6330 -1.9347 2.2647 0.0 0.3 -0.2



Record 2
22
Properties=species:S:1:pos:R:3:forces:R:3 method="wB97M-V/def2-TZVPD" orbital_gap_ev=8.3 lumo_ha=0.04010 largest_force_ha_per_bohr=0.0170 smiles="C=C(N)[C@@H](C)N.C=C" multiplicity=1
C -1.0260 -0.7320 -1.1233 -0.4 0.4 0.4
C 0.9627 -1.6256 -1.2185 0.6 0.3 0.4
C -0.2189 2.1291 -0.2197 0.0 0.0 0.1
C 1.8766 -0.7735 -0.5961 -0.1 -0.7 -0.5
C -1.0535 -0.2433 0.1737 0.1 -0.5 -0.3
C -0.1447 0.8177 0.5430 0.7 -0.1 -0.4
N -1.5129 -1.0470 1.2186 0.1 0.0 0.0
N -0.0222 1.0401 1.9721 -0.1 0.0 0.0
H -1.7773 -0.5254 2.0440 0.1 0.0 0.0
H -2.2007 -1.7361 0.9554 0.0 0.1 0.0
H 0.5474 1.8547 2.1622 0.0 0.0 0.0
H 0.4136 0.2432 2.4256 0.0 0.1 0.0
H -1.6586 -1.5721 -1.3843 0.0 0.0 0.0
H -0.8495 -0.0405 -1.9320 0.2 0.0 0.0
H 0.9346 -1.6800 -2.2993 -0.2 0.1 0.0
H 0.6664 -2.5328 -0.7060 -0.1 0.0 0.0
H 0.7117 2.6912 -0.1020 0.0 0.0 0.0
H -0.3815 1.9678 -1.2829 0.0 0.0 0.0
H -1.0372 2.7460 0.1600 0.0 0.0 0.0
H 2.3395 -1.0860 0.3335 -0.2 0.1 0.1
H 0.9184 0.2489 0.0845 -0.7 0.4 0.3
H 2.5120 -0.1444 -1.2087 -0.1 0.1 0.0



Record 3
74
Properties=species:S:1:pos:R:3:forces:R:3 method="wB97M-V/def2-TZVPD" orbital_gap_ev=6.7 lumo_ha=0.06834 total_charge=-1 largest_force_ha_per_bohr=0.0653 multiplicity=1
C 3.5497 -4.0553 -1.3980 -0.1 0.5 -0.2
C 4.4656 -3.7812 -2.5802 -0.5 1.9 1.4
O 4.6923 -4.6048 -3.3792 0.8 -2.6 -1.9
O 5.0711 -2.5794 -2.7102 -0.6 0.6 0.3
C 4.1498 -1.4202 -2.5603 -0.1 -0.3 0.2
Ga 2.4162 -1.5727 -3.7125 -0.3 0.3 0.1
C 2.7911 -1.4291 -5.7276 0.3 -0.6 0.3
C 2.6314 -2.7227 -6.5928 -0.8 1.3 -1.0
C 1.5747 -3.6950 -6.1449 -0.2 0.9 -0.9
O 1.7711 -4.5855 -5.3988 0.9 -2.3 1.6
O 0.3342 -3.5638 -6.6670 0.3 0.5 -1.0
C 1.1815 0.0090 -3.1538 0.6 -0.5 0.6
C 1.2642 0.3465 -1.6331 0.2 0.5 -0.8
C 0.0953 -0.1677 -0.8457 1.3 1.0 -0.8
F 0.1240 0.2561 0.4318 0.2 0.1 1.0
F 0.0883 -1.4807 -0.8276 -0.3 -1.4 0.2
F -1.0722 0.2533 -1.3117 -1.2 0.2 -0.5
H 2.7967 -3.2748 -1.2884 0.1 0.0 0.0
H 3.0154 -4.9715 -1.6417 0.2 -0.1 0.3
H 4.1254 -4.1001 -0.4678 0.0 -0.2 -0.1
H 3.9402 -1.3528 -1.4796 0.0 0.3 -0.2
H 4.7447 -0.5452 -2.8423 0.1 -0.2 0.1
H 1.6108 -2.8973 -3.3130 0.1 0.0 0.0
H 3.8306 -1.1051 -5.8710 -0.2 0.1 0.1
H 2.1531 -0.6343 -6.1319 0.0 -0.2 0.0
H 2.3215 -2.3887 -7.5967 0.1 -0.2 0.1
H 3.5690 -3.2538 -6.7506 -0.1 -0.1 0.5
H -0.1053 -4.4199 -6.5120 -0.2 0.6 0.3
H 1.5049 0.8906 -3.7169 -0.4 0.0 0.0
H 0.1463 -0.2569 -3.3849 0.1 0.2 -0.3
H 1.2998 1.4378 -1.5326 -0.1 -0.1 0.4
H 2.1620 -0.0612 -1.1568 -0.1 0.1 0.0
O -1.8645 -4.9180 -5.9943 -0.4 -0.1 0.2
C -2.3586 -5.6319 -5.1636 0.3 -0.3 0.0
O -2.8929 -5.0857 -4.0596 -0.2 0.4 -0.2
C -3.6836 -5.8061 -3.1153 0.1 -0.2 0.2
C -2.8199 -6.4750 -2.0658 0.1 -0.1 0.0
C -2.3152 -7.1362 -5.2931 -0.4 -0.1 -0.2
H -4.3489 -6.5113 -3.6177 0.1 0.0 0.0
H -4.3236 -5.0639 -2.6390 0.1 0.1 -0.1
H -2.1586 -7.2213 -2.5072 -0.1 0.0 0.0
H -3.4411 -6.9656 -1.3145 0.0 0.0 0.0
H -2.1870 -5.7372 -1.5723 -0.1 0.0 0.0
H -1.3913 -7.5032 -4.8464 0.0 0.0 0.0
H -2.3210 -7.3891 -6.3512 0.2 0.1 0.0
H -3.1680 -7.6430 -4.8451 0.1 0.0 0.2
O -1.4126 3.1345 6.9927 -0.1 -0.2 0.0
C -1.4361 2.8221 5.8300 0.3 0.2 -0.1
O -1.7850 1.5739 5.4855 -0.3 -0.1 0.3
C -2.0539 1.1634 4.1371 0.2 -0.1 -0.3
C -0.7930 0.7421 3.4146 0.1 0.1 0.1
C -0.9975 3.7875 4.7553 -0.5 0.2 -0.2
H -2.6012 1.9376 3.5971 0.1 0.1 0.0
H -2.7268 0.3105 4.2189 0.0 0.0 0.2
H -0.0901 1.5702 3.3179 -0.1 0.0 -0.1
H -1.0279 0.3743 2.4179 0.0 0.0 0.0
H -0.2841 -0.0473 3.9693 -0.1 0.0 0.0
H 0.0776 3.6937 4.6067 0.0 0.0 0.0
H -1.2231 4.7973 5.0925 0.2 0.0 0.1
H -1.5132 3.6574 3.8064 0.2 -0.2 -0.1
O 0.8177 9.7073 5.3646 0.0 -0.2 0.1
C 0.0568 9.3643 6.2277 -0.2 0.3 0.0
O -0.0983 8.0546 6.4982 0.4 -0.2 -0.1
C -0.8054 7.5562 7.6384 -0.3 -0.1 0.1
C -2.2857 7.4237 7.3500 -0.1 0.2 -0.1
C -0.7973 10.3695 6.9665 0.2 0.1 0.4
H -0.6060 8.1653 8.5217 0.0 0.1 -0.1
H -0.3911 6.5698 7.8441 0.1 0.0 -0.2
H -2.7404 8.3913 7.1319 0.0 0.0 0.1
H -2.8052 6.9829 8.2015 0.0 0.0 0.0
H -2.4454 6.7912 6.4765 0.0 -0.1 0.1
H -1.7255 10.5204 6.4161 0.0 0.0 0.0
H -0.2556 11.3118 7.0103 0.0 0.0 -0.2
H -1.0210 10.0889 7.9936 -0.2 -0.1 -0.1